#A
The following is a quantum chemistry calculation of a single C2H6N2S molecule, from the Open Molecules 2025 dataset.

```
11
Properties=species:S:1:pos:R:3
C 0.9109 -0.9596 -0.2409
N 0.5792 0.0566 0.7062
N -0.0634 1.0835 0.2501
C -1.3549 0.8454 -0.2139
S -2.1538 -0.5656 0.2209
H 1.3938 -1.8576 0.2251
H 1.7822 -0.5637 -0.6920
H 0.1407 -1.3314 -0.9061
H -0.0637 -0.4166 1.4327
H 0.4719 1.9741 -0.0689
H -1.6428 1.7348 -0.7133
```

- SMILES: CNNC=S
- HOMO energy: -8.70 eV
- HOMO-LUMO gap: 0.337 Ha
- Multiplicity: 1

***

#B
The following is a quantum chemistry calculation of a single C2H6N2S molecule, from the Open Molecules 2025 dataset.

```
11
Properties=species:S:1:pos:R:3
C 0.2647 -0.1839 1.5306
N -0.3494 -0.7302 0.3146
N 0.1769 -0.0612 -0.7715
C -0.5759 0.6479 -1.5782
S -0.0584 1.4442 -2.9361
H -0.0625 0.8515 1.5705
H -0.0766 -0.6442 2.4514
H 1.3487 -0.2553 1.4579
H -0.1681 -1.7172 0.3224
H 1.1538 -0.0074 -1.0068
H -1.6533 0.6557 -1.3547
```

- SMILES: CNNC=S
- HOMO energy: -8.32 eV
- HOMO-LUMO gap: 0.335 Ha
- Multiplicity: 1

***

#C
The following is a quantum chemistry calculation of a single C2H6N2S molecule, from the Open Molecules 2025 dataset.

```
11
Properties=species:S:1:pos:R:3
C -0.9954 1.3789 -0.3684
N -1.7453 0.3592 0.5624
C -1.0218 -0.6579 0.6277
N 0.3282 -1.0130 0.3010
S 1.4493 -0.0989 -0.4639
H 0.0614 1.9024 -0.1800
H -0.6734 0.8350 -1.2691
H -1.7747 2.2296 -0.9827
H -1.3675 -1.3788 1.3989
H 0.1670 -2.2470 0.2337
H 2.4214 0.4916 0.6216
```

- SMILES: C/N=C\NS
- HOMO energy: -9.12 eV
- HOMO-LUMO gap: 0.346 Ha
- Multiplicity: 1

***

#D
The following is a quantum chemistry calculation of a single C2H6N2S molecule, from the Open Molecules 2025 dataset.

```
11
Properties=species:S:1:pos:R:3
H 1.5394 -0.3628 1.3180
N 0.9182 -0.6440 0.5926
C 0.2806 0.4192 0.3439
N 0.5194 1.6836 0.9284
S -0.8858 0.5317 -0.9638
C -0.7734 -1.1945 -1.2529
H 1.1090 1.7068 1.7236
H -0.4297 2.2470 1.2425
H -1.4194 -1.2845 -2.1720
H -1.1835 -1.6140 -0.3206
H 0.3252 -1.4885 -1.4398
```

- SMILES: [H]/N=C(\N)SC
- HOMO energy: -8.97 eV
- HOMO-LUMO gap: 0.358 Ha
- Multiplicity: 1

***

The winner here is #D, beating the second structure by 0.0192 hartree.

***

#A
The following is a quantum chemistry calculation of a molecular structure, C3H7N3O, from the Open Molecules 2025 dataset.

```
14
Properties=species:S:1:pos:R:3
C 0.3354 -0.9698 -0.8538
C 0.8186 1.4672 -0.6472
C 0.3072 2.6469 -0.1190
H -2.1197 -2.8189 0.6639
H -0.6528 -2.4799 1.4724
H 1.0679 -1.2865 -1.6249
H -0.6248 -0.5269 1.0342
H 2.0127 1.0675 -1.2187
H -0.5666 2.8996 0.4943
H 0.7169 3.5888 -0.4010
N -1.2621 -1.9815 0.8015
N -0.5820 -2.0447 -0.5240
N 0.7047 0.1023 -0.0080
O -0.1555 0.3358 0.9303
```

- HOMO energy: -8.22 eV
- HOMO-LUMO gap: 0.332 Ha
- Multiplicity: 1

***

#B
The following is a quantum chemistry calculation of a single C3H7N3O molecule, from the Open Molecules 2025 dataset.

```
14
Properties=species:S:1:pos:R:3
C -2.6219 -0.7436 -0.8099
N -1.0834 -0.8933 -0.6042
C -0.1971 0.3071 -0.4485
O -0.4454 1.3271 -1.0280
N 0.8707 0.1119 0.3869
C 1.7927 1.1319 0.6510
N 2.7969 0.8861 1.3785
H -2.6688 0.0151 -1.6074
H -2.9329 -0.2184 0.1091
H -0.7707 -1.4021 -1.4321
H -0.9649 -1.5339 0.1813
H 1.0823 -0.7859 0.8053
H 1.5198 2.0731 0.1691
H 3.3696 1.7209 1.4835
```

- HOMO energy: -7.01 eV
- HOMO-LUMO gap: 0.267 Ha
- Multiplicity: 1

***

The winner here is #B, beating the second structure by 0.1752 hartree.

***

#A
The following is a quantum chemistry calculation of a single C3H7N3O molecule, from the Open Molecules 2025 dataset.

```
14
Properties=species:S:1:pos:R:3
H 2.7531 0.9498 -2.9630
N 2.4527 0.2791 -2.2599
C 1.2961 0.5857 -1.8355
N 0.6852 -0.1972 -0.8694
C -0.3909 0.2835 -0.1233
O -0.9474 1.3356 -0.3883
N -0.7413 -0.5246 0.9196
C -1.6686 -0.0772 1.9362
H 0.6765 1.4319 -2.1387
H 1.2616 -0.9483 -0.5134
H -0.2733 -1.4078 1.0441
H -1.8857 0.9739 1.7402
H -1.2164 -0.1698 2.9295
H -2.6081 -0.6397 1.9161
```

- SMILES: [H]/N=C/NC(=O)NC
- HOMO energy: -9.63 eV
- HOMO-LUMO gap: 0.383 Ha
- Multiplicity: 1

***

#B
The following is a quantum chemistry calculation of 2 unconnected molecules or ions with the total composition C3H7N3O, from the Open Molecules 2025 dataset.

```
14
Properties=species:S:1:pos:R:3
N 3.7726 -0.1782 -1.5185
C 2.5607 -0.2387 -1.5125
N 1.4154 -0.1594 -1.1421
O 0.2634 0.1559 -1.8246
H 4.3747 -0.9541 -1.7294
H -0.4308 0.1557 -1.1174
C -2.6048 -0.1852 0.4987
N -1.3974 0.1220 0.3795
C -0.5889 0.4207 1.5194
H -3.1303 -0.2493 1.4557
H -3.1724 -0.4038 -0.3935
H -0.2022 1.4335 1.4013
H 0.2660 -0.2564 1.5120
H -1.1261 0.3373 2.4714
```

- SMILES: N=C=NO.C=NC
- HOMO energy: -8.87 eV
- HOMO-LUMO gap: 0.359 Ha
- Multiplicity: 1

***

The winner here is #A, beating the second structure by 0.1509 hartree.

***

#A
The following is a quantum chemistry calculation of a molecular structure, C3H7N3O, from the Open Molecules 2025 dataset.

```
14
Properties=species:S:1:pos:R:3
C 2.1634 -0.4966 0.9965
C 0.4612 0.7049 -0.2656
C -1.9308 0.1417 -0.7958
H 2.0529 -1.9457 1.1888
H 1.9840 0.2633 2.0838
H 3.1937 -0.1474 0.0005
H 1.0736 1.6113 -0.4580
H -0.8736 1.7827 -1.5730
H -0.7740 -1.0039 0.3388
H -2.7510 -1.3327 0.2092
N 0.8662 -0.1426 0.5185
N -0.8160 0.9136 -0.9334
N -1.6586 -1.1066 -0.3588
O -2.9909 0.7580 -0.9516
```

- HOMO energy: -9.32 eV
- HOMO-LUMO gap: 0.353 Ha
- Multiplicity: 1

***

#B
The following is a quantum chemistry calculation of a single C3H7N3O molecule, from the Open Molecules 2025 dataset.

```
14
Properties=species:S:1:pos:R:3
H -4.0902 -0.4568 -0.5611
N -3.3473 -0.3968 0.1311
C -2.2442 -0.1346 -0.4407
N -1.0898 -0.0056 0.3108
C 0.1668 0.1076 -0.2795
O 0.3104 0.1902 -1.4881
N 1.1982 0.1064 0.6142
C 2.5755 0.1581 0.1753
H -2.0628 0.0119 -1.5074
H -1.1968 -0.1806 1.3006
H 1.0031 0.1025 1.6023
H 2.5766 0.0368 -0.9087
H 3.1530 -0.6546 0.6279
H 3.0475 1.1155 0.4233
```

- SMILES: [H]/N=C/NC(=O)NC
- HOMO energy: -9.60 eV
- HOMO-LUMO gap: 0.382 Ha
- Multiplicity: 1

***

#C
The following is a quantum chemistry calculation of 2 unconnected molecules or ions with the total composition C3H7N3O, from the Open Molecules 2025 dataset.

```
14
Properties=species:S:1:pos:R:3
N 0.2443 -2.1262 -1.1138
C -0.5529 -2.1743 -0.0907
O -1.4732 -2.8436 0.3405
H 0.0916 -2.8136 -1.8419
H 0.9469 -0.8312 -1.1628
H -0.3277 -1.1454 0.5190
C -0.1604 1.1956 1.0549
C -0.0710 2.4843 0.7109
N 0.6108 0.1675 0.5070
N 0.9912 0.2475 -0.7206
H 0.4602 0.9032 -1.3103
H -0.7404 0.8690 1.9079
H 0.5917 2.8330 -0.0703
H -0.6110 3.2341 1.2703
```

- HOMO energy (spin up / spin down): -8.70 / -8.70 eV
- HOMO-LUMO gap (spin up / spin down): 0.259 / 0.259 Ha
- Multiplicity: 1

***

#D
The following is a quantum chemistry calculation of a single C3H7N3O molecule, from the Open Molecules 2025 dataset.

```
14
Properties=species:S:1:pos:R:3
C -2.6300 -0.5380 0.0510
N -1.6164 0.4510 -0.2542
C -0.3067 0.2558 0.0137
N 0.5770 1.1584 -0.1309
C 1.8936 0.8266 0.1140
N 2.3906 -0.2834 -0.2869
O 3.7440 -0.3640 0.0078
H -3.2841 -0.7624 -0.8088
H -2.0920 -1.4844 0.2676
H -3.3120 -0.2782 0.8743
H -1.8539 1.4128 -0.4109
H -0.0342 -0.7542 0.3239
H 2.5298 1.5949 0.5571
H 3.9943 -1.2347 -0.3175
```

- SMILES: CN/C=N/C=N/O
- HOMO energy: -8.37 eV
- HOMO-LUMO gap: 0.343 Ha
- Multiplicity: 1

***

The winner here is #B, beating the second structure by 0.0972 hartree.

***

#A
The following is a quantum chemistry calculation of a single C3H7N3O molecule, from the Open Molecules 2025 dataset.

```
14
Properties=species:S:1:pos:R:3
H 1.6090 2.0642 1.7982
N 1.9707 1.3041 1.2237
C 1.2166 1.2028 0.2144
N 1.4144 0.2145 -0.7865
C 0.3611 -0.6407 -1.0051
O 0.2331 -1.3457 -1.9823
N -0.5500 -0.5195 0.0657
C -1.9807 -0.5634 -0.1515
H 0.3366 1.8211 0.0219
H 2.2363 0.1400 -1.3735
H -0.2062 -0.8805 0.9475
H -2.2446 0.1636 -0.9276
H -2.4604 -0.2342 0.7755
H -2.3929 -1.5383 -0.4333
```

- SMILES: [H]/N=C/NC(=O)NC
- HOMO energy: -9.57 eV
- HOMO-LUMO gap: 0.380 Ha
- Multiplicity: 1

***

#B
The following is a quantum chemistry calculation of a single C3H7N3O molecule, from the Open Molecules 2025 dataset.

```
14
Properties=species:S:1:pos:R:3
C 1.5907 1.0946 -0.4718
N 1.3293 -0.3141 -0.4324
C 0.2269 -0.8142 -0.0442
N 0.1284 -2.1619 0.1879
C -1.1994 -0.2197 0.2888
N -1.6686 1.0208 -0.0038
O -1.9628 -0.9879 0.8601
H 2.4634 1.2871 0.1621
H 0.7613 1.7153 -0.1103
H 1.8702 1.4111 -1.4811
H -0.7291 -2.3780 0.6833
H 0.9864 -2.6194 0.4620
H -1.2015 1.7770 -0.4693
H -2.5952 1.1893 0.3687
```

- SMILES: C/N=C(/N)C(N)=O
- HOMO energy: -8.91 eV
- HOMO-LUMO gap: 0.360 Ha
- Multiplicity: 1

***

The winner here is #B, beating the second structure by 0.0075 hartree.